[1]
This record from the Open Molecules 2025 dataset describes a structure of composition C27H78Br3F3INNbO13P2S at a distorted geometry. The level of theory is ωB97M-V/def2-TZVPD.

```
130
Properties=species:S:1:pos:R:3:forces:R:3:lowdin_charge:R:1
C -0.3611 -3.0486 1.4417 0.53 -0.40 0.09 -0.34
Nb 0.4807 -1.0618 2.1266 -0.61 -0.07 -1.56 0.65
S 0.5100 -0.0833 -0.1629 -0.24 0.29 0.58 0.10
I -2.0045 0.2356 2.3437 -0.04 0.14 0.00 0.14
C 2.4895 -2.0326 1.9027 0.43 -0.07 0.00 -0.39
C 2.7252 -3.4513 2.4669 0.29 -0.57 -0.53 -0.29
C 4.1100 -3.7594 3.0696 -0.05 -0.62 -0.40 -0.80
F 4.1080 -5.0919 3.5223 0.07 1.12 -0.43 -0.07
Br 4.5407 -2.6133 4.5688 -0.10 -0.14 0.00 0.83
C 5.2987 -3.6460 2.0433 -0.09 0.54 -0.93 -0.87
F 5.5357 -2.3421 1.6973 -0.25 -1.38 0.40 0.00
F 4.9777 -4.2950 0.8540 0.12 0.54 1.32 -0.01
Br 6.9637 -4.4333 2.6925 -0.41 0.20 -0.17 0.78
P 0.2199 -1.6575 4.6038 0.12 1.14 -0.05 0.66
N 1.3120 -1.0333 5.7771 -0.19 -0.70 0.13 -0.23
O -1.1949 -1.1618 5.3093 0.35 -0.41 0.26 -0.44
P 1.8549 0.9929 3.0308 0.03 -0.60 0.21 0.28
O 3.0917 0.4347 3.9951 0.24 0.19 -0.57 -0.58
Br 3.2300 1.9278 1.4547 0.10 0.03 -0.13 0.21
H 0.0072 -3.9423 1.9807 -0.18 0.29 -0.29 -0.03
H -1.4554 -2.9696 1.6362 0.56 0.04 -0.16 -0.04
H -0.2018 -3.1853 0.3484 -0.12 0.08 0.63 -0.03
H 1.5675 -0.7218 -0.6936 -0.02 -0.11 0.18 -0.26
H 2.5886 -2.1140 0.7957 -0.04 0.19 0.54 0.03
H 3.2695 -1.3204 2.2384 -0.36 -0.46 -0.06 -0.01
H 2.6314 -4.1714 1.6210 -0.05 0.27 0.64 0.11
H 1.9927 -3.7754 3.2261 0.32 0.24 -0.11 0.07
H 0.7967 -0.5308 6.4973 0.08 0.30 -0.20 0.00
H 1.8068 -1.8043 6.2130 0.09 0.06 -0.03 0.00
H -1.9479 -1.6167 4.9210 -0.34 0.02 -0.28 -0.02
H 2.8303 0.5124 4.9121 -0.23 -0.13 0.47 -0.02
C -6.5284 -2.6628 4.3936 0.08 -0.06 -0.03 -0.09
C -5.4278 -1.6184 4.4451 -0.02 0.09 -0.07 -0.33
O -4.2302 -2.0468 3.8186 0.00 -0.24 0.36 -0.14
H -6.1937 -3.5898 4.8604 -0.01 0.00 0.01 0.07
H -7.4244 -2.3139 4.9100 0.00 0.02 0.00 0.07
H -6.7997 -2.8843 3.3588 -0.02 0.01 0.00 0.07
H -5.1523 -1.4041 5.4780 -0.03 0.02 0.01 0.11
H -5.7745 -0.6811 3.9947 0.01 0.01 0.03 0.11
H -4.4004 -2.2074 2.8873 0.10 0.09 -0.19 0.07
C -5.1514 0.2689 -1.7480 0.13 -0.14 -0.05 -0.09
C -4.8218 -0.6817 -0.6117 0.15 0.17 0.04 -0.32
O -3.6735 -1.4889 -0.8977 -0.42 -0.04 -0.11 -0.11
H -5.3063 -0.3006 -2.6627 -0.08 0.09 -0.05 0.06
H -6.0451 0.8593 -1.5443 0.00 -0.01 0.05 0.07
H -4.3245 0.9612 -1.9220 -0.01 0.04 0.06 0.08
H -5.6440 -1.3804 -0.4449 0.01 -0.02 0.02 0.11
H -4.6468 -0.1245 0.3143 -0.04 -0.05 0.06 0.07
H -2.9298 -0.8905 -1.0227 0.24 -0.05 0.10 0.07
C 7.5478 -3.4350 -2.4834 -0.01 -0.08 0.05 -0.09
C 6.1120 -3.7191 -2.8842 -0.05 0.02 -0.03 -0.32
O 5.4996 -4.7034 -2.0616 0.08 0.03 -0.14 -0.09
H 8.1386 -4.3513 -2.5182 0.01 0.00 -0.01 0.07
H 8.0013 -2.6986 -3.1488 -0.02 0.01 -0.01 0.07
H 7.5918 -3.0420 -1.4652 0.00 0.03 0.00 0.07
H 6.0696 -4.1182 -3.8982 0.01 0.02 -0.02 0.11
H 5.5275 -2.7921 -2.8694 -0.01 0.00 -0.01 0.11
H 5.5093 -4.3734 -1.1593 -0.06 -0.03 0.14 0.05
C -5.9540 4.9836 -4.2911 -0.06 -0.07 -0.04 -0.09
C -5.5299 3.8556 -3.3683 -0.04 0.05 0.00 -0.32
O -5.9966 2.5853 -3.8068 -0.12 0.12 0.06 -0.09
H -7.0404 5.0115 -4.3895 0.00 0.02 0.02 0.07
H -5.6155 5.9483 -3.9102 0.02 -0.01 0.01 0.08
H -5.5250 4.8460 -5.2866 0.01 0.02 0.00 0.07
H -5.9686 3.9927 -2.3796 0.06 0.01 0.04 0.10
H -4.4427 3.8457 -3.2516 0.04 -0.01 0.04 0.11
H -5.6138 2.4051 -4.6673 0.08 -0.08 -0.14 0.08
C -8.8300 3.5864 -1.8585 -0.01 0.04 -0.16 -0.09
C -8.9308 5.0831 -1.6419 -0.01 0.03 0.02 -0.32
O -9.5809 5.7532 -2.7203 0.16 0.02 0.05 -0.09
H -8.2984 3.3712 -2.7861 0.01 -0.06 0.03 0.06
H -8.2972 3.1066 -1.0362 0.00 0.01 0.01 0.08
H -9.8242 3.1372 -1.9264 0.00 -0.01 0.04 0.07
H -7.9388 5.5316 -1.5863 0.02 -0.01 0.02 0.10
H -9.4452 5.3006 -0.6989 0.03 0.02 0.01 0.11
H -10.4642 5.3901 -2.8021 -0.16 -0.07 -0.05 0.07
C 3.0861 6.6648 -3.0304 0.01 -0.03 0.08 -0.09
C 1.8191 6.8872 -3.8298 -0.05 -0.01 -0.04 -0.33
O 0.6754 6.2928 -3.2288 -0.02 0.03 -0.21 -0.08
H 3.2740 5.6020 -2.8765 -0.03 0.02 -0.02 0.05
H 3.9442 7.1122 -3.5376 -0.01 0.01 0.00 0.07
H 2.9994 7.1338 -2.0460 0.03 0.02 -0.01 0.07
H 1.8953 6.4213 -4.8125 0.04 0.00 -0.01 0.11
H 1.6502 7.9604 -3.9882 0.00 -0.01 -0.02 0.10
H 0.5778 6.6528 -2.3462 0.01 0.01 0.21 0.07
C 2.0229 -6.0409 -2.9160 -0.07 0.04 0.01 -0.09
C 1.9039 -4.6010 -2.4497 0.02 -0.04 0.00 -0.33
O 0.5709 -4.1160 -2.5442 0.06 0.03 -0.11 -0.09
H 1.6702 -6.1351 -3.9443 0.03 -0.01 0.00 0.07
H 3.0554 -6.3825 -2.8564 0.07 0.02 0.00 0.06
H 1.4137 -6.6971 -2.2881 0.01 0.00 0.00 0.07
H 2.4997 -3.9408 -3.0791 0.04 -0.02 0.01 0.11
H 2.2785 -4.5049 -1.4244 0.01 0.03 0.00 0.10
H 0.0227 -4.6562 -1.9713 -0.15 -0.01 0.14 0.07
C 4.6525 1.2675 -2.8325 -0.10 0.01 0.02 -0.09
C 4.7116 2.7830 -2.7800 0.05 0.01 -0.03 -0.32
O 3.5292 3.3482 -2.2245 0.22 -0.04 -0.15 -0.09
H 3.7852 0.9421 -3.4083 0.00 -0.01 -0.02 0.07
H 5.5562 0.8565 -3.2865 0.02 0.01 0.01 0.07
H 4.5638 0.8572 -1.8240 0.04 -0.01 0.00 0.06
H 4.7899 3.2013 -3.7853 0.01 -0.01 -0.01 0.11
H 5.5927 3.1007 -2.2116 -0.02 -0.01 0.00 0.10
H 3.4519 3.0011 -1.3326 -0.23 -0.04 0.27 0.03
C -0.1693 3.6679 7.0124 -0.04 -0.05 0.00 -0.09
C 0.0544 2.4856 6.0861 0.01 0.06 0.07 -0.31
O -0.0323 1.2470 6.7940 0.11 0.33 0.16 -0.12
H 0.5621 3.6591 7.8216 0.01 0.01 -0.01 0.07
H -0.0804 4.6109 6.4705 0.00 -0.01 -0.02 0.07
H -1.1671 3.6276 7.4577 -0.01 0.02 -0.02 0.07
H 1.0547 2.5271 5.6582 0.01 -0.08 -0.02 0.08
H -0.6510 2.4920 5.2505 0.01 -0.02 0.00 0.11
H -0.9298 1.1619 7.1209 -0.21 -0.13 -0.05 0.08
C 7.5113 0.6279 2.0260 -0.06 -0.02 -0.07 -0.09
C 7.4065 1.9381 1.2659 0.05 0.01 0.00 -0.33
O 6.4527 1.8784 0.2157 0.16 -0.02 0.05 -0.12
H 7.7749 -0.1838 1.3464 0.00 -0.01 0.01 0.07
H 8.2686 0.6883 2.8101 0.01 0.02 0.00 0.07
H 6.5557 0.3812 2.4941 0.00 0.00 0.01 0.07
H 8.3561 2.1849 0.7883 0.02 0.01 0.02 0.11
H 7.1600 2.7526 1.9573 0.01 0.01 -0.01 0.11
H 5.6085 1.6672 0.6302 -0.24 -0.05 -0.04 -0.05
C -3.3399 -4.2652 -3.9839 -0.09 -0.02 0.04 -0.09
C -3.8700 -2.8768 -4.2918 0.05 0.05 0.03 -0.32
O -4.9585 -2.5075 -3.4587 -0.02 -0.29 0.00 -0.10
H -4.1342 -5.0060 -4.0897 0.01 -0.01 0.00 0.07
H -2.5190 -4.5292 -4.6523 0.02 0.02 0.00 0.07
H -2.9660 -4.3068 -2.9589 0.02 0.00 0.00 0.07
H -4.2507 -2.8288 -5.3131 0.03 0.00 -0.02 0.11
H -3.0582 -2.1460 -4.1996 -0.01 0.01 -0.03 0.11
H -4.6317 -2.5127 -2.5478 0.12 0.19 0.02 0.05
```
Forces are in eV/Å.

The strongest force on any atom is 1.7 eV/Å. The net charge is -1. Its LUMO energy is 1.48 eV. As for the HOMO energy: -4.4 eV. The value obtained for the total energy is -11565.613200 Eh.

[2]
This record from the Open Molecules 2025 dataset describes a structure of composition C30H24N9O2SSeTi at a distorted geometry. The level of theory is ωB97M-V/def2-TZVPD.

```
68
Properties=species:S:1:pos:R:3:forces:R:3:mulliken_spin:R:1
Ti -0.4936 -0.6469 -0.4993 -1.50 1.92 0.12 1.06
C -2.9265 2.6665 2.3896 -0.23 0.03 0.26 0.00
N -2.4099 1.4217 1.8801 0.08 -0.40 0.32 0.00
C -2.1470 0.4971 2.7329 -0.49 0.62 -0.11 0.00
C -1.6793 -0.8086 2.4456 0.29 -0.87 0.42 0.01
C -1.6837 -1.8390 3.4008 -0.08 0.57 -0.13 0.01
C -1.3337 -3.0041 2.7359 0.17 -0.33 -0.21 0.00
C -1.1065 -2.6402 1.4130 -0.43 -0.41 0.33 0.01
N -1.2989 -1.3221 1.2269 -0.69 0.01 1.35 -0.04
C -1.9264 3.5332 3.1305 0.00 -0.05 -0.04 0.00
C -0.6429 3.0929 3.4150 -0.04 -0.04 -0.03 0.00
C 0.2378 3.9028 4.1119 0.06 0.08 0.08 0.00
C -0.1547 5.1599 4.5354 0.11 0.08 0.03 0.00
C -1.4363 5.6065 4.2563 -0.08 0.10 0.00 0.00
C -2.3166 4.7985 3.5606 0.07 -0.08 -0.04 0.00
H -3.7660 2.4739 3.0834 0.07 0.09 -0.19 0.00
H -3.3259 3.2371 1.5436 -0.03 -0.01 0.13 0.00
H -2.3454 0.6667 3.8041 0.02 0.00 -0.12 0.00
H -1.9376 -1.7251 4.4388 -0.08 0.03 0.19 0.00
H -1.2365 -3.9901 3.1501 -0.01 -0.18 0.04 0.00
H -0.8369 -3.2926 0.5897 -0.01 0.11 0.10 0.00
H -0.3177 2.1235 3.0711 0.04 0.02 -0.01 0.00
H 1.2379 3.5491 4.3161 0.09 -0.04 0.01 0.00
H 0.5336 5.7991 5.0707 0.06 0.02 0.05 0.00
H -1.7473 6.5912 4.5757 -0.03 0.08 0.04 0.00
H -3.3172 5.1506 3.3458 -0.09 0.03 -0.03 0.00
Se 3.0058 -6.2367 -3.9036 -0.18 0.43 0.18 0.11
N 2.0431 -4.8483 -4.5100 -0.29 0.48 0.23 0.10
C 1.7870 -4.0464 -3.4830 0.34 -0.99 -1.31 0.00
C 1.0476 -2.8260 -3.6058 -0.51 0.65 -0.24 0.12
C 0.5210 -2.3429 -4.8009 0.15 0.01 0.60 -0.07
C -0.1325 -1.1183 -4.7986 -0.01 0.01 -0.29 0.15
C -0.2756 -0.4139 -3.6079 0.14 -0.03 0.40 -0.04
N 0.1651 -0.8595 -2.4380 0.11 -0.08 -2.15 0.00
C 0.8266 -2.0599 -2.4238 0.58 -0.39 0.16 0.11
C 1.3368 -2.4908 -1.1794 0.03 0.09 -0.61 0.08
N 1.0772 -1.6887 -0.1018 2.87 -1.81 1.28 0.09
C 1.6719 -1.9551 1.0613 -0.10 0.08 -0.35 -0.06
C 2.4832 -3.0641 1.2489 0.15 0.04 0.21 0.14
C 2.6899 -3.9498 0.1987 -0.42 0.36 -0.79 -0.04
C 2.1310 -3.6648 -1.0507 0.12 0.13 1.08 0.14
C 2.3281 -4.4589 -2.2206 0.86 -1.59 -0.12 -0.01
N 3.0127 -5.5988 -2.2278 -0.29 0.59 0.34 0.09
H 0.6318 -2.9205 -5.7049 0.06 -0.07 -0.10 0.00
H -0.5396 -0.7141 -5.7128 -0.04 0.07 -0.02 0.01
H -0.7756 0.5521 -3.5978 -0.04 -0.15 0.05 0.00
H 1.4708 -1.2518 1.8670 -0.04 -0.13 -0.13 0.00
H 2.9379 -3.2312 2.2128 -0.02 -0.02 0.08 0.01
H 3.2848 -4.8412 0.3191 0.09 -0.10 -0.02 -0.01
S 0.5715 1.3455 0.6221 -0.29 0.23 0.50 -0.02
C 1.6259 1.6494 -0.7078 0.38 0.04 0.10 0.00
C 1.9767 2.9592 -1.0742 0.00 -0.09 -0.15 0.00
C 2.8134 3.1422 -2.1512 0.05 -0.09 -0.06 0.00
C 3.3264 2.0250 -2.8043 0.05 0.00 -0.04 0.00
C 2.9468 0.7732 -2.3505 0.17 0.22 -0.24 0.00
N 2.1053 0.5800 -1.3506 0.45 0.41 0.11 0.03
H 1.5761 3.7888 -0.5128 -0.08 0.07 0.02 0.00
H 3.0659 4.1386 -2.4907 0.06 0.05 0.04 0.00
H 4.0071 2.1254 -3.6338 0.08 -0.01 -0.13 0.00
H 3.3358 -0.1285 -2.8075 0.04 -0.09 -0.18 0.00
N -1.9498 0.8980 -0.7855 -0.66 0.89 -0.34 0.00
N -2.9900 0.3469 -1.5726 -0.37 0.20 -0.05 0.00
C -3.0349 -1.0683 -1.6710 -1.09 0.80 -0.42 0.01
O -4.0474 -1.5712 -2.1235 -0.19 -0.18 -0.04 0.00
O -1.9641 -1.6517 -1.3152 0.30 -0.54 0.11 0.01
H -2.2177 1.1222 0.2212 0.03 -0.03 -0.65 0.00
H -1.5960 1.7565 -1.2277 -0.13 -0.56 0.24 0.01
H -3.9013 0.7990 -1.5286 0.34 -0.29 0.10 0.00
```
Forces are in eV/Å.

The strongest force on any atom is 3.6 eV/Å. The net charge is -1. Its LUMO energy (alpha / beta) is 1.76 / 2.19 eV. Its energy relative to the best compared isomer or geometry (same formula, charge and spin) is 2.039 eV. Its spin multiplicity is 3. As for the HOMO energy (alpha / beta): -2.6 / -4.9 eV. The value obtained for the total energy is -5450.170173 Eh.

[3]
This record from the Open Molecules 2025 dataset describes a structure of composition C7H14 at a distorted geometry. The level of theory is ωB97M-V/def2-TZVPD.

```
21
Properties=species:S:1:pos:R:3:forces:R:3:lowdin_charge:R:1
C 0.4850 1.5412 0.1305 0.01 0.01 0.07 -0.21
C -1.0074 1.4388 -0.2286 0.04 -0.03 -0.03 -0.22
C -1.7298 0.1751 0.2564 0.25 -0.18 0.05 -0.21
C -1.0976 -1.1637 -0.2016 0.20 -0.88 -0.04 -0.19
C 0.2339 -1.4602 0.5084 1.73 -2.52 1.04 -0.25
C 1.4860 -0.8585 -0.0327 1.61 -0.82 1.53 -0.29
C 1.3928 0.5589 -0.6272 0.47 0.00 0.50 -0.20
H 0.6181 1.3985 1.2135 -0.03 0.04 -0.16 0.12
H 0.8154 2.5662 -0.0889 -0.07 -0.20 0.04 0.10
H -1.1053 1.5094 -1.3235 0.03 -0.02 0.17 0.11
H -1.5335 2.3137 0.1807 0.11 -0.18 -0.08 0.11
H -1.7774 0.1780 1.3552 0.04 0.01 -0.16 0.11
H -2.7722 0.2132 -0.0971 0.28 -0.07 0.06 0.11
H -1.7967 -1.9707 0.0301 -0.10 0.04 -0.09 0.10
H -0.9662 -1.1550 -1.2916 0.00 -0.05 0.13 0.11
H 0.0915 -1.3833 1.5737 -0.14 1.28 0.42 0.07
H 1.0613 -2.5195 0.8805 -3.54 0.78 -1.70 0.18
H 2.1572 -1.3356 0.8967 -0.29 2.82 -1.64 0.14
H 2.0000 -1.4999 -0.7503 -0.62 -0.01 -0.56 0.09
H 2.4111 0.9536 -0.6860 -0.05 0.14 -0.01 0.10
H 1.0482 0.4902 -1.6783 0.09 -0.17 0.45 0.12
```
Forces are in eV/Å.

The strongest force on any atom is 4.0 eV/Å. The net charge is 0. Its LUMO energy is 1.07 eV. Its energy relative to the best compared isomer or geometry (same formula, charge and spin) is 2.823 eV. As for the HOMO energy: -9.4 eV. The value obtained for the total energy is -275.012504 Eh.

[4]
This record from the Open Molecules 2025 dataset describes a structure of composition C14H18OPdSSe2 at a distorted geometry. The level of theory is ωB97M-V/def2-TZVPD.

```
37
Properties=species:S:1:pos:R:3:forces:R:3:mulliken_spin:R:1
Pd -2.3635 1.7323 -0.4703 0.48 -0.43 -0.91 1.12
C -6.6424 2.7466 -0.0912 -0.88 1.13 -0.23 0.05
Se -4.8615 2.1290 -0.5842 -0.61 -0.72 0.61 0.84
C -5.0200 0.4834 0.4622 -0.56 -1.45 0.09 0.01
C -4.5136 0.6732 1.8883 -0.76 0.44 0.41 0.02
Se -2.6239 1.1800 1.9243 -0.17 -0.67 0.77 0.29
C -2.0118 -0.6697 1.9132 0.71 -0.77 -0.10 0.01
H -7.4143 2.0724 -0.5164 0.62 0.18 0.27 0.03
H -6.7914 3.7599 -0.5171 0.20 -0.63 0.19 0.00
H -6.7317 2.8253 1.0116 0.24 -0.30 -0.57 0.03
H -4.4504 -0.3188 -0.0509 -0.26 0.74 0.12 0.01
H -6.0801 0.1536 0.4749 0.44 0.49 -0.06 0.00
H -4.6569 -0.2593 2.4736 0.22 0.52 -0.43 0.00
H -5.1002 1.4605 2.4059 0.45 -0.38 -0.20 0.00
H -2.3529 -1.1940 2.8297 0.07 0.52 -0.55 0.01
H -0.9025 -0.6703 1.9085 -0.72 0.17 -0.01 -0.01
H -2.3574 -1.1861 0.9944 0.11 0.39 0.63 -0.02
C 6.2042 -2.5155 -2.5134 0.22 -0.20 -0.20 0.02
C 6.1128 -2.6385 -1.0196 -1.33 -4.58 0.32 0.00
O 5.8636 -3.6869 -0.4372 0.58 2.45 -1.06 0.00
S 6.3659 -1.1334 -0.1404 -0.67 2.59 0.61 0.37
C 4.7002 -0.5027 -0.1484 1.18 -0.66 -0.07 0.17
C 4.4325 0.7257 -0.7608 -0.88 1.51 -0.17 0.04
C 3.1268 1.2236 -0.8023 1.80 0.08 -0.38 0.02
C 2.0790 0.4990 -0.2243 -1.43 0.57 -0.14 0.14
C 2.3483 -0.7192 0.4078 1.33 -1.21 0.48 0.02
C 3.6546 -1.2158 0.4479 -1.74 -0.55 0.21 0.03
C 0.7357 0.9985 -0.2887 3.63 -1.32 0.27 0.59
C -0.3815 1.4115 -0.3554 -2.30 1.07 0.02 -0.23
H 6.1246 -3.5099 -2.9625 -0.01 0.11 0.25 0.01
H 7.1663 -2.0844 -2.8030 -0.17 0.17 -0.01 0.00
H 5.3848 -1.8982 -2.8920 0.17 0.14 0.06 0.00
H 5.2341 1.3038 -1.2162 -0.12 -0.17 0.11 0.00
H 2.9349 2.1772 -1.2912 -0.01 -0.28 0.10 0.00
H 1.5465 -1.2929 0.8697 0.21 0.19 -0.12 0.00
H 3.8446 -2.1664 0.9448 0.03 0.20 -0.15 -0.01
H -2.6034 0.1064 -0.8714 -0.08 0.65 -0.16 0.44
```
Forces are in eV/Å.

The strongest force on any atom is 4.8 eV/Å. The net charge is +2. Its LUMO energy (alpha / beta) is -6.04 / -10.27 eV. Its spin multiplicity is 5. As for the HOMO energy (alpha / beta): -13.8 / -14.6 eV. The value obtained for the total energy is -5947.556892 Eh.

[5]
This record from the Open Molecules 2025 dataset describes an isolated molecule of C6H13N. The level of theory is ωB97M-V/def2-TZVPD.

```
20
Properties=species:S:1:pos:R:3:forces:R:3:lowdin_charge:R:1
C -1.2512 1.8514 0.5606 -0.03 -0.02 -0.04 -0.05
C -0.6934 0.4369 0.6422 0.00 0.10 0.17 -0.27
N -0.8145 -0.5087 -0.4674 -0.04 -0.04 -0.06 -0.06
C -1.0547 -1.9232 -0.2272 -0.06 -0.11 0.06 -0.10
C 0.5040 0.0175 -0.1449 0.23 0.08 0.00 -0.51
C 1.5540 -0.8267 0.5519 0.00 -0.05 0.00 -0.04
C 1.0370 0.9137 -1.2405 0.02 0.05 -0.01 -0.04
H -2.2318 1.9016 0.0798 0.07 -0.12 0.07 0.08
H -1.3408 2.2765 1.5664 -0.04 -0.13 -0.14 0.07
H -0.5774 2.5126 0.0047 -0.16 -0.14 0.06 0.06
H -0.7740 -0.0112 1.6360 0.10 0.00 -0.14 0.14
H -0.5946 -2.4870 -1.0489 -0.12 0.09 0.15 0.09
H -0.6398 -2.3173 0.7140 -0.12 0.16 -0.09 0.07
H -2.1275 -2.1363 -0.2403 0.10 0.12 0.01 0.08
H 2.3295 -0.1680 0.9584 -0.08 -0.09 -0.09 0.08
H 1.1428 -1.3957 1.3905 0.07 0.09 -0.15 0.07
H 2.0375 -1.5297 -0.1372 -0.06 0.10 0.05 0.08
H 0.2207 1.4905 -1.6817 0.16 -0.07 0.04 0.07
H 1.4670 0.3007 -2.0409 0.02 0.06 0.13 0.08
H 1.8074 1.6024 -0.8755 -0.06 -0.08 -0.03 0.08
```
Forces are in eV/Å.

The strongest force on any atom is 0.2 eV/Å. The net charge is 0. Its LUMO energy is 1.07 eV. Its energy relative to the best compared isomer or geometry (same formula, charge and spin) is 0.905 eV. As for the SMILES: C[C@H]1N(C)C1(C)C. As for the HOMO energy: -8.8 eV. The value obtained for the total energy is -291.125472 Eh.